Entry 1:
Below is a structure of composition C21H18N3O2S3W, with properties calculated with ωB97M-V with the def2-TZVPD basis set.

Structure (XYZ):
```
48
Properties=species:S:1:pos:R:3:forces:R:3
W -0.671080 -1.117619 -0.387782 -0.516 -0.847 -0.654
C 1.197394 1.659227 -1.109031 -0.211 0.066 -0.117
C 1.007830 0.173851 -1.225935 0.471 -0.050 0.155
N 1.210571 -0.577398 -0.090367 -0.068 0.762 0.311
N 1.864872 -0.317649 1.014411 -0.158 -0.160 -0.094
C 1.275987 -0.918906 2.051736 0.399 -0.012 0.016
S -0.250567 -1.739692 1.861530 -0.073 0.138 -0.057
S 2.000689 -0.901055 3.575017 -0.219 -0.018 0.187
C 2.925566 0.681620 3.637547 0.149 -0.112 -0.087
C 1.942861 1.739674 4.043064 -0.024 0.006 0.056
C 1.059586 2.291628 3.116147 0.000 0.027 -0.049
C 0.165889 3.272816 3.505274 0.011 -0.007 0.012
C 0.142056 3.704692 4.827415 0.017 -0.005 0.009
C 1.010515 3.151021 5.756615 -0.022 0.011 -0.011
C 1.901009 2.161644 5.369684 -0.019 -0.039 -0.019
C 1.419319 -0.539535 -2.482162 -0.036 0.126 -0.019
C 2.381412 -0.073603 -3.362905 0.065 -0.081 -0.022
C 2.779261 -0.886339 -4.421825 -0.016 0.014 0.043
C 2.231681 -2.149627 -4.591165 -0.034 -0.014 0.020
C 1.247039 -2.624032 -3.726335 0.040 0.039 -0.083
C 0.859682 -1.786603 -2.711634 -0.165 -0.016 0.154
O -0.202220 -2.125809 -1.850323 0.292 0.006 0.052
H 0.619069 2.081700 -0.286378 0.012 -0.028 0.019
H 0.906024 2.156171 -2.032040 -0.010 0.005 0.009
H 2.252421 1.868474 -0.916191 0.001 0.010 -0.017
H 3.425996 0.836213 2.685321 -0.061 0.031 -0.021
H 3.667227 0.502858 4.414745 0.041 -0.003 -0.040
H 1.088940 1.965253 2.081602 0.034 0.032 0.031
H -0.509229 3.710432 2.782118 0.002 0.015 0.000
H -0.553784 4.474669 5.131040 -0.003 0.004 0.002
H 0.998054 3.489932 6.783130 -0.015 -0.003 0.006
H 2.570922 1.722966 6.099111 0.031 0.026 -0.003
H 2.834065 0.899432 -3.226733 -0.006 0.011 0.000
H 3.529215 -0.528875 -5.113162 0.003 -0.001 -0.005
H 2.557653 -2.773514 -5.411611 0.012 0.002 -0.002
H 0.794071 -3.597131 -3.851904 -0.024 0.005 -0.011
O -2.333003 -2.168348 -0.199240 -0.091 -0.047 0.054
N -3.353786 -1.936294 -1.060773 0.054 0.166 0.102
C -4.208040 -2.944077 -1.316994 -0.065 0.053 -0.006
C -5.262554 -2.711464 -2.161383 0.002 -0.009 0.042
C -5.427782 -1.439451 -2.708174 -0.016 0.000 -0.003
C -4.534619 -0.426937 -2.409904 0.045 0.005 -0.004
C -3.469362 -0.690701 -1.561991 -0.109 0.027 0.084
S -2.256764 0.502473 -1.115456 0.282 -0.143 -0.028
H -3.986712 -3.879639 -0.825282 0.020 -0.004 -0.014
H -5.945552 -3.517535 -2.384550 -0.009 0.006 0.000
H -6.261226 -1.239371 -3.367723 0.003 -0.001 -0.008
H -4.640575 0.564443 -2.826574 -0.016 0.006 0.012
```
Forces are in eV/Å.

Computed properties:
Expectation value of S²: 0.81
Relative energy (zero: lowest compared OMol25 entry of this formula, charge and spin) in eV: 0.1738
Multiplicity: 2
Gap between HOMO and LUMO (alpha / beta) in eV: 6.160 / 4.902
Total charge: +2
Highest occupied orbital energy (alpha / beta) in hartree: -0.526 / -0.522

Results of the natural (NBO) charge analysis, in e, for atoms 1 through 4: number 1, W, carries 1.575; number 2, C, carries -0.664; number 3, C, carries 0.088; number 4, N, carries -0.297

Entry 2:
Below is a structure of composition C32H30CaCl4N10O2S4, with properties calculated with ωB97M-V with the def2-TZVPD basis set.

Structure (XYZ):
```
83
Properties=species:S:1:pos:R:3:forces:R:3
Ca -0.882810 -0.050172 1.286989 -0.460 0.134 -0.265
N -0.286355 1.527502 -3.291675 -0.028 0.069 0.044
C -0.681365 1.385950 -2.012325 -0.111 -0.123 0.016
N -0.840863 0.259755 -1.405226 0.264 0.179 -0.099
C -0.640494 -0.912972 -2.120753 -0.071 0.021 0.115
N -0.919014 -2.058811 -1.603533 -0.013 0.031 0.008
N -1.353152 -1.945198 -0.293037 -0.095 -0.191 0.085
C -2.338058 -2.686996 0.005255 -0.107 -0.125 0.032
C -2.917288 -2.683227 1.357486 -0.031 -0.103 -0.044
C -3.981726 -3.526253 1.640212 0.029 0.009 0.034
C -4.506604 -3.529410 2.922616 -0.017 -0.007 0.019
C -3.952241 -2.689819 3.870179 -0.012 0.002 0.025
C -2.899795 -1.867242 3.494759 0.036 0.036 -0.046
N -2.391383 -1.857900 2.268247 0.095 0.087 0.082
C -0.156275 -0.839212 -3.501403 0.026 -0.055 -0.028
C 0.118501 -1.971356 -4.268283 -0.016 -0.003 -0.010
C 0.564827 -1.842909 -5.566698 -0.015 0.006 -0.016
C 0.747118 -0.575088 -6.117986 -0.008 0.019 0.006
C 0.476330 0.558027 -5.378101 0.005 -0.003 -0.024
C 0.019002 0.419005 -4.070802 0.005 0.006 -0.037
H -0.218558 2.452851 -3.680671 0.005 -0.004 -0.010
H -0.881847 2.307279 -1.479285 0.003 0.008 0.016
H -2.800011 -3.338378 -0.735925 0.068 0.014 -0.052
H -4.384384 -4.164864 0.865639 0.006 -0.006 0.001
H -5.334852 -4.177883 3.175880 -0.001 0.000 -0.004
H -4.322815 -2.656599 4.884731 -0.011 -0.009 -0.003
H -2.449751 -1.183578 4.205204 0.006 0.002 -0.003
H -0.024860 -2.943052 -3.816687 -0.002 0.006 -0.002
H 0.788070 -2.723751 -6.151398 -0.013 -0.001 0.011
H 1.098125 -0.475153 -7.136925 0.001 0.007 0.000
H 0.607981 1.546123 -5.802306 0.004 -0.001 -0.004
Cl -2.303662 1.975634 3.252011 -0.181 0.080 0.053
C -2.836737 3.096147 2.015140 0.052 -0.049 0.037
C -2.727772 4.444259 2.299147 0.015 -0.030 -0.004
C -3.021716 5.373174 1.313209 -0.008 0.011 -0.025
C -3.397930 4.919528 0.057635 -0.009 -0.011 0.000
C -3.519076 3.562075 -0.187460 0.019 -0.026 0.065
Cl -3.976648 3.085409 -1.797731 -0.005 -0.005 -0.023
C -3.286851 2.565676 0.788541 -0.017 0.167 0.012
S -3.559207 0.883571 0.523433 0.214 -0.146 0.012
H -2.402280 4.756039 3.282688 0.000 0.007 -0.002
H -2.946606 6.432859 1.514691 -0.001 -0.001 0.001
H -3.611855 5.614760 -0.742713 0.002 0.009 0.006
Cl 0.339007 -3.978531 2.053720 0.009 0.002 -0.062
C 1.371618 -3.570192 3.436897 0.006 -0.021 0.015
Cl 0.614449 -4.029515 4.969421 0.003 0.001 -0.005
H 1.512088 -2.496870 3.434321 0.011 0.006 -0.002
H 2.303282 -4.111529 3.332958 -0.002 -0.001 0.003
N 3.107286 -3.612045 -4.549097 0.072 -0.011 0.070
C 3.045881 -2.870436 -3.369884 -0.002 -0.040 -0.035
C 3.507501 -1.553701 -3.332613 0.009 0.033 0.019
C 3.437497 -0.821462 -2.160984 0.024 0.006 -0.038
C 2.893202 -1.394868 -1.019900 -0.045 -0.096 0.061
C 2.394380 -2.691139 -1.054253 0.033 0.016 -0.040
C 2.468094 -3.420870 -2.224452 -0.001 -0.010 0.006
S 2.869981 -0.501517 0.494170 -0.033 0.060 -0.202
O 3.958367 0.452847 0.459775 0.010 0.012 -0.004
O 2.881808 -1.489579 1.551937 -0.016 -0.008 0.034
N 1.463424 0.253353 0.548333 0.265 -0.202 0.151
C 1.349372 1.587011 0.419106 -0.207 0.086 0.015
S 2.476394 2.733613 -0.270594 0.037 0.005 -0.005
C 1.289691 3.981950 -0.084593 -0.046 0.004 0.046
C 0.177331 3.487690 0.500534 0.043 -0.044 -0.056
N 0.203989 2.142101 0.783755 0.134 0.172 0.024
H 3.813358 -3.307700 -5.200938 -0.017 0.010 -0.006
H 3.133323 -4.610704 -4.413727 -0.016 0.003 -0.005
H 3.941025 -1.111827 -4.222222 0.001 -0.002 0.000
H 3.837472 0.183627 -2.118910 -0.005 0.001 0.006
H 1.966740 -3.128039 -0.161491 0.003 0.009 0.000
H 2.082162 -4.433315 -2.251983 0.002 -0.003 -0.003
H 1.493462 5.004063 -0.356479 0.022 -0.002 -0.010
H -0.706548 4.058866 0.744309 -0.003 0.017 0.014
C 1.828905 3.475651 3.719974 -0.008 0.001 -0.021
N 0.982804 2.335017 4.003564 -0.040 0.015 0.031
C 1.344603 1.070194 3.795042 0.175 -0.037 -0.050
N 2.604246 0.831879 3.406950 -0.091 0.049 0.057
S 0.254874 -0.217785 4.059112 -0.007 0.024 -0.091
H 1.300465 4.379559 4.010135 -0.005 0.000 0.000
H 2.067769 3.547578 2.654563 0.002 -0.008 -0.007
H 2.753742 3.420015 4.296895 0.002 0.009 0.006
H -0.000342 2.479429 4.174263 0.022 -0.006 0.006
H 3.171606 1.564062 3.007230 -0.001 0.022 0.036
H 2.800580 -0.102681 3.072407 0.034 -0.082 0.066
```
Forces are in eV/Å.

Computed properties:
Relative energy (zero: lowest compared OMol25 entry of this formula, charge and spin) in eV: 0.0000
Gap between HOMO and LUMO in eV: 6.548
Highest occupied orbital energy in hartree: -0.252

Results of the Mulliken charge analysis, in e, for atoms 1 through 4: number 1, Ca, carries 0.918; number 2, N, carries 0.163; number 3, C, carries -1.199; number 4, N, carries 0.401

Entry 3:
Below is an isolated molecule of C8H12FIO, with properties calculated with ωB97M-V with the def2-TZVPD basis set.

Structure (XYZ):
```
23
Properties=species:S:1:pos:R:3:forces:R:3
O 1.735947 -1.713182 1.611997 0.310 -0.403 -0.394
C 1.639053 -1.068831 0.611109 1.292 1.357 -0.971
C 0.529467 -0.155629 0.265582 -1.241 -1.648 2.333
C -0.239531 -0.802031 -0.868116 -1.817 0.704 -0.476
C -1.322901 0.186322 -1.326745 0.945 1.771 0.562
C -2.111881 0.899320 -0.171240 0.018 -0.936 -0.887
C -1.262435 1.330031 0.991602 0.748 -1.004 0.657
C -0.418271 0.128222 1.515396 1.085 2.509 -2.077
C 2.753325 -0.940688 -0.535059 0.652 -2.137 3.445
F 3.491534 -2.121205 -0.498927 -0.072 0.991 -0.298
I 3.966434 0.764347 0.024131 -0.224 -0.449 -0.346
H 0.880835 0.755085 -0.121183 0.871 1.372 -0.255
H -0.730230 -1.683529 -0.516146 -0.058 -0.975 0.205
H 0.329176 -1.008050 -1.774423 0.324 -0.333 0.303
H -2.037146 -0.198020 -2.035294 -0.164 -0.482 -0.213
H -0.727789 0.944139 -1.881578 -0.531 -0.001 0.176
H -2.639098 1.714085 -0.622323 -0.345 0.690 -0.213
H -2.868996 0.183676 0.095155 -0.485 -0.325 0.633
H -0.623392 2.119784 0.633055 0.742 0.251 -0.147
H -1.664174 1.767285 1.887897 -1.420 0.225 0.001
H 0.012594 0.451058 2.478606 0.660 -0.416 -0.719
H -1.025154 -0.700968 1.722381 -0.928 -1.284 0.161
H 2.332640 -0.851212 -1.485880 -0.362 0.522 -1.479
```
Forces are in eV/Å.

Computed properties:
Relative energy (zero: lowest compared OMol25 entry of this formula, charge and spin) in eV: 0.0000
Gap between HOMO and LUMO in eV: 9.548
SMILES string: O=C(C1CCCCC1)[C@H](F)I
Highest occupied orbital energy in hartree: -0.352

Results of the natural (NBO) charge analysis, in e, for atoms 1 through 4: number 1, O, carries -0.497; number 2, C, carries 0.575; number 3, C, carries -0.352; number 4, C, carries -0.393

Entry 4:
Below is a structure of composition C13H35BeFO18P3S2, with properties calculated with ωB97M-V with the def2-TZVPD basis set.

Structure (XYZ):
```
73
Properties=species:S:1:pos:R:3:forces:R:3
Be 1.360644 -1.398987 -2.000687 0.286 -0.005 -0.171
S -0.387936 -2.919060 -6.693964 1.370 0.078 0.364
O 0.119364 -2.526071 -8.007482 0.742 1.160 -0.321
O -0.675693 -1.782026 -5.807677 -0.276 0.082 -0.493
O -1.505663 -3.732343 -7.114284 -1.588 -0.969 0.674
O 0.595941 -3.709408 -5.936520 -0.190 -0.300 -0.048
F 5.462432 -0.949811 -1.777365 -0.273 -0.026 0.033
C 6.499567 1.015959 4.104154 -0.384 -0.072 -2.210
C 6.514368 -0.540324 3.989959 -0.427 0.115 0.427
C 5.205353 -1.015666 4.606481 -0.247 0.333 -1.141
S 3.952427 0.217167 3.959394 -1.907 -0.779 -0.053
O 3.213835 0.766480 5.118477 0.699 -0.676 -1.497
O 3.198660 -0.441101 2.826301 2.145 1.954 2.822
C 5.156448 1.536083 3.428013 0.211 -0.942 0.961
H 7.321676 1.418121 3.512131 0.141 0.109 0.186
H 6.556624 1.434753 5.108874 -0.033 -0.439 0.086
H 7.341385 -1.050612 4.483674 0.175 0.400 0.200
H 6.539999 -0.919817 2.968473 0.087 0.639 -0.285
H 5.308856 -1.074033 5.689987 -0.701 0.287 -0.063
H 4.864783 -1.943975 4.147842 -0.003 -0.082 0.359
H 4.891829 2.498676 3.865607 -0.452 -0.322 0.224
H 5.059934 1.662953 2.349731 0.626 -0.548 -0.063
C -1.691532 -5.709828 2.863128 -0.145 0.591 -0.658
O -1.328439 -6.960129 2.266491 0.700 -0.854 -1.272
P -0.699813 -7.085554 0.717769 -1.714 1.146 0.224
O -0.108367 -5.771518 0.283946 -0.360 -2.932 0.667
O 0.176067 -8.523713 0.812663 -2.292 2.841 0.452
C -0.475626 -9.637813 1.565565 0.450 0.926 -1.052
O -2.084016 -7.426291 -0.219750 5.233 -2.675 2.678
C -3.123451 -6.552782 -0.410923 -0.535 -0.005 -0.156
H -1.015100 -5.415417 3.665530 0.237 -0.223 -0.211
H -2.697877 -5.739895 3.280831 -0.039 -0.535 -0.040
H -1.715002 -4.940165 2.091656 0.285 0.169 0.153
H -0.352207 -10.412528 0.808799 -0.518 -0.448 0.656
H -1.499326 -9.369217 1.826332 -0.004 -0.307 -0.356
H 0.047822 -9.838704 2.500307 0.314 0.118 -0.287
H -2.960038 -5.650804 0.178845 -0.314 0.470 -0.734
H -4.012197 -7.072411 -0.052863 -0.357 0.304 -0.067
H -3.095399 -6.548166 -1.500554 -0.935 1.425 0.000
C 0.405592 6.529467 -0.162170 0.498 -0.246 0.163
O 0.655674 6.497315 -1.570451 0.183 0.199 -0.847
P 1.745943 5.478539 -2.214405 -1.991 -3.158 -0.129
O 1.580584 4.038229 -1.775631 0.448 3.304 -0.916
O 1.607445 5.737546 -3.829000 0.350 0.487 0.894
C 0.513154 5.195268 -4.587525 -1.500 -0.556 1.087
O 3.104751 6.138472 -1.815103 0.172 0.134 -1.093
C 3.239570 7.555433 -2.018158 0.478 0.419 0.617
H 0.585427 7.494101 0.312413 0.096 0.503 -0.692
H 1.135628 5.881598 0.323014 -0.608 -0.530 0.264
H -0.649154 6.311147 0.005046 0.259 -0.520 0.115
H -0.104363 4.678890 -3.852605 -0.032 -0.688 -0.360
H 0.742364 4.549511 -5.435207 0.935 -0.141 0.512
H -0.208608 5.893918 -5.010660 0.643 1.045 0.217
H 2.861798 7.984178 -1.089950 0.521 0.475 -0.040
H 2.710258 8.056119 -2.828850 -0.425 -0.845 -0.267
H 4.297087 7.722743 -2.222521 -0.051 0.122 0.491
C -6.138673 -0.206392 -1.769392 -0.459 -1.401 1.963
O -5.930564 0.699200 -0.632317 1.991 1.365 -0.242
P -4.420446 1.330533 -0.234167 -2.558 0.617 0.254
O -3.313205 0.361791 -0.221718 -0.731 1.170 -0.279
O -4.306381 2.638832 -1.174901 1.041 -0.753 0.303
C -5.339648 3.579386 -1.453104 -1.180 -0.871 -0.394
O -4.799425 2.067788 1.187626 -0.204 -0.756 -0.761
C -3.754438 2.469689 2.089405 0.686 -0.772 0.087
H -5.229230 -0.664804 -2.157801 0.029 0.522 -0.125
H -6.900762 0.033786 -2.510773 0.619 1.348 -0.158
H -6.685516 -0.990670 -1.245984 0.272 -0.584 -0.121
H -6.195772 3.510360 -0.781995 0.308 -0.021 0.536
H -5.770526 3.264592 -2.403547 0.156 0.383 -0.305
H -5.005823 4.615918 -1.500556 0.493 -0.337 0.085
H -2.802003 2.342223 1.574895 0.159 0.280 0.275
H -3.738407 1.848148 2.984690 -0.152 -0.514 -0.253
H -3.852665 3.465123 2.522509 -0.452 0.311 -0.867
```
Forces are in eV/Å.

Computed properties:
Relative energy (zero: lowest compared OMol25 entry of this formula, charge and spin) in eV: 10.9746
Gap between HOMO and LUMO in eV: 2.223
Total charge: -1
Highest occupied orbital energy in hartree: -0.173

Results of the Mulliken charge analysis, in e, for atoms 1 through 4: number 1, Be, carries 0.371; number 2, S, carries 1.324; number 3, O, carries -0.495; number 4, O, carries -0.489

Entry 5:
Below is a structure of composition C3H3HgO3, with properties calculated with ωB97M-V with the def2-TZVPD basis set.

Structure (XYZ):
```
10
Properties=species:S:1:pos:R:3:forces:R:3
H 2.184684 -1.433858 -0.159514 -0.655 2.063 3.027
O -0.137036 -1.694492 0.104541 -0.828 2.108 1.728
C 0.541060 -0.669284 0.155809 0.666 -4.258 -5.434
O 1.838296 -0.789017 0.619019 3.355 -4.062 1.201
O 0.720492 0.151077 -0.824212 -3.012 2.930 -0.167
Hg 2.072617 1.485098 0.383164 0.380 1.281 -0.355
H -3.232849 1.434410 -0.254322 -0.528 -1.173 0.421
C -3.185993 0.088686 -0.050221 0.875 0.457 -0.723
C -4.191510 0.737882 0.291746 -0.022 0.671 0.006
H -2.349026 -0.482865 -0.433113 -0.229 -0.016 0.296
```
Forces are in eV/Å.

Computed properties:
Expectation value of S²: 0.76
Relative energy (zero: lowest compared OMol25 entry of this formula, charge and spin) in eV: 5.5030
Multiplicity: 2
Gap between HOMO and LUMO (alpha / beta) in eV: 9.357 / 7.052
Highest occupied orbital energy (alpha / beta) in hartree: -0.362 / -0.378

Results of the natural (NBO) charge analysis, in e, for atoms 1 through 4: number 1, H, carries 0.528; number 2, O, carries -0.591; number 3, C, carries 0.877; number 4, O, carries -0.826

no.,F_max (eV/A)
1,1.2
2,0.5
3,4.1
4,6.5
5,6.9